A structure of composition C40H44ClF4InN8OSi2, computed with ωB97M-V with the def2-TZVPD basis set.

```
101
Properties=species:S:1:pos:R:3:lowdin_charge:R:1
In 2.583 -0.247 -0.013 0.954
C 5.040 1.950 3.756 -0.150
Si 3.655 1.383 2.652 0.449
C 2.457 0.303 3.608 -0.155
C 2.741 2.884 1.990 -0.153
C 4.283 0.409 1.138 -0.425
C 4.702 1.312 0.015 -0.412
C 5.856 2.090 -0.011 -0.002
C 6.120 2.863 -1.128 -0.004
C 5.242 2.851 -2.209 -0.027
C 4.115 2.066 -2.125 -0.086
N 3.850 1.328 -1.038 0.022
Si 5.454 -1.090 1.369 0.447
C 7.109 -0.594 2.064 -0.148
C 5.701 -1.828 -0.334 -0.157
C 4.611 -2.321 2.493 -0.155
H 4.632 2.562 4.565 0.049
H 5.769 2.564 3.223 0.041
H 5.570 1.115 4.215 0.032
H 1.895 0.912 4.320 0.050
H 2.973 -0.470 4.178 0.036
H 1.728 -0.207 2.967 0.001
H 2.263 3.420 2.813 0.049
H 1.960 2.634 1.266 0.004
H 3.427 3.582 1.503 0.047
H 6.531 2.081 0.832 0.116
H 7.014 3.471 -1.164 0.128
H 5.433 3.435 -3.097 0.121
H 3.403 2.005 -2.938 0.125
H 7.632 0.122 1.427 0.035
H 7.741 -1.484 2.123 0.052
H 7.043 -0.174 3.067 0.028
H 6.229 -1.138 -0.996 0.047
H 4.772 -2.122 -0.834 0.013
H 6.311 -2.731 -0.259 0.053
H 4.619 -1.995 3.535 0.038
H 5.147 -3.271 2.450 0.052
H 3.573 -2.523 2.213 0.017
F -1.597 -5.286 -1.552 0.158
C -1.354 -4.583 -0.459 -0.130
C -2.365 -4.453 0.476 -0.137
F -3.549 -5.002 0.231 0.144
C -2.207 -3.671 1.618 -0.033
C -0.969 -3.076 1.808 -0.174
C 0.025 -3.188 0.872 -0.137
F 1.204 -2.578 1.156 0.052
C -0.138 -3.895 -0.327 -0.020
C 0.881 -3.856 -1.355 -0.164
C 1.553 -2.674 -1.470 -0.132
N 2.036 -1.604 -1.507 0.106
C 1.111 -4.880 -2.316 -0.193
N 1.297 -5.701 -3.099 0.187
F -0.760 -2.329 2.902 0.113
C -3.358 -3.145 2.419 -0.083
C -3.775 -2.033 1.891 0.131
N -4.018 -1.006 1.217 0.222
C -3.880 -3.729 3.615 -0.103
N -4.291 -4.192 4.582 0.242
C -3.087 0.209 -2.323 -0.011
C -3.109 1.683 -2.758 -0.488
C -1.787 2.002 -3.472 -0.027
C -4.233 1.837 -3.792 -0.022
C -3.327 2.695 -1.587 -0.408
O -3.295 4.024 -2.131 -0.016
C -4.669 2.642 -0.812 -0.093
C -5.006 1.609 0.275 -0.098
C -5.518 0.278 -0.222 -0.167
C -6.557 0.239 -1.154 -0.014
C -7.005 -0.941 -1.717 -0.048
C -6.408 -2.146 -1.359 -0.644
Cl -6.909 -3.617 -2.089 0.762
C -5.415 -2.162 -0.401 -0.023
C -5.014 -0.957 0.159 -0.159
C -2.127 2.864 -0.614 -0.004
N -1.298 1.725 -0.199 -0.065
C -0.045 1.515 -0.568 -0.098
N 0.479 0.528 0.153 0.039
C -0.533 0.174 0.992 -0.143
N -1.623 0.872 0.805 0.136
H -2.650 -0.388 -3.125 0.103
H -4.090 -0.176 -2.153 0.066
H -2.494 0.022 -1.425 0.067
H -1.749 1.457 -4.415 0.100
H -0.917 1.675 -2.898 0.056
H -1.691 3.064 -3.689 0.098
H -4.075 1.116 -4.595 0.103
H -4.237 2.825 -4.253 0.098
H -5.219 1.633 -3.375 0.076
H -4.128 4.214 -2.578 0.112
H -5.480 2.662 -1.541 0.108
H -4.704 3.617 -0.320 0.135
H -5.805 2.059 0.871 0.140
H -4.166 1.511 0.966 0.089
H -7.030 1.167 -1.451 0.132
H -7.810 -0.936 -2.438 0.126
H -4.978 -3.105 -0.096 0.108
H -3.438 -0.166 1.357 0.136
H -2.474 3.349 0.297 0.150
H -1.435 3.549 -1.099 0.144
H 0.467 2.089 -1.324 0.157
H -0.441 -0.577 1.757 0.106
```

Calculated values
calculated total energy: -100468.5691 eV
total charge: +2
LUMO level: -6.62 eV
relative energy (zero: lowest compared OMol25 entry of this formula, charge and spin): 1.47 kcal per mole
gap between HOMO and LUMO: 6.4 eV